## one
Here is a 2-piece molecular cluster, C9H14 overall from the Open Molecules 2025 dataset. Energies are from ωB97M-V/def2-TZVPD.

Positions of all 23 atoms, in Å:
C: 0.50752 -0.42798 -1.62275
C: -0.22015 -0.13716 -0.46582
C: 0.92493 -1.93375 0.66867
C: 0.32372 0.45654 -2.84096
C: 1.64642 -2.20684 -0.48500
C: 0.00996 -0.88564 0.67437
C: 1.44161 -1.45664 -1.63308
C: -1.71563 3.14191 2.10677
C: -1.82843 1.77402 2.79223
H: -0.41828 -0.62745 1.63654
H: -0.79961 3.20673 1.51939
H: -0.92047 1.19157 2.66928
H: -1.75644 3.94311 2.84650
H: 1.93111 -1.68972 -2.56676
H: -2.64267 1.19670 2.33894
H: -0.01662 1.44556 -2.53704
H: -0.94183 0.67435 -0.46736
H: -2.55776 3.28952 1.43380
H: 1.02503 -2.55961 1.54250
H: 2.36870 -3.00555 -0.42930
H: -0.45722 0.03073 -3.47601
H: 1.22251 0.54839 -3.44545
H: -2.07030 1.82567 3.84969

SMILES: Cc1ccccc1.CC
charge: 0
2S+1: 1
orbital gap: 10.03 eV
highest occupied orbital energy: -8.99 eV

Löwdin atomic charges, in units of e: -0.2785 -0.0510 -0.0970 -0.0547 -0.0901 -0.0919 -0.0561 -0.1624 -0.1700 0.0812 0.0589 0.0353 0.0591 0.1082 0.0646 0.0718 0.1079 0.0564 0.0979 0.0979 0.0808 0.0734 0.0583

---

## two
Here is a 2-piece molecular cluster, C9H14 overall from the Open Molecules 2025 dataset. Energies are from ωB97M-V/def2-TZVPD.

Positions of all 23 atoms, in Å:
C: -0.60340 -0.15715 -0.10857
C: -0.39049 1.78206 -1.97492
C: -1.72972 0.43883 -0.47629
C: 0.71703 0.91277 -1.84956
C: -2.85914 2.21728 -1.81338
C: -1.71261 1.43664 -1.46416
C: 2.02287 -1.27950 2.76094
C: 0.66311 -0.04058 -0.81829
C: 2.10257 -2.69049 2.02293
H: 2.08810 -0.31728 2.19098
H: 1.52016 0.85706 -2.49356
H: 2.87673 -3.21320 1.88601
H: -2.61121 3.26546 -1.99322
H: -3.22220 1.89542 -2.86092
H: 1.53903 -3.26830 2.71669
H: 1.41890 -0.72083 -0.63051
H: 2.76906 -1.29263 3.56945
H: 1.71909 -2.55527 1.02978
H: -2.85723 0.06409 -0.13307
H: -0.63088 -0.79752 0.84465
H: -0.12841 2.63328 -2.53369
H: -3.64341 2.11013 -1.05196
H: 0.95206 -1.28026 3.18064

SMILES: Cc1ccccc1.CC
charge: 0
2S+1: 1
orbital gap: 9.57 eV
highest occupied orbital energy: -8.58 eV

Löwdin atomic charges, in units of e: -0.1186 -0.0220 -0.1091 -0.0786 -0.0899 -0.3051 -0.1428 -0.0603 -0.1224 0.0566 0.0734 -0.0278 0.0817 0.1176 0.0579 0.0571 0.0514 0.0480 0.1731 0.1189 0.0844 0.0805 0.0760

---

The relative energies come out as one 0.000; two 2.441, with values in eV.

---

## one
Here is a 2-piece molecular cluster, C9H14 overall from the Open Molecules 2025 dataset. Energies are from ωB97M-V/def2-TZVPD.

Positions of all 23 atoms, in Å:
C: 0.86738 0.28818 -0.58100
C: -0.03830 -0.24743 2.73495
C: 0.98651 -1.83144 -1.75618
C: 0.15833 0.12327 -2.87615
C: -1.20008 -0.19718 3.69263
C: 1.35269 -1.01499 -0.70154
C: 0.22962 0.85384 -1.67203
C: 0.48638 -1.22245 -2.91793
C: -0.57720 2.14851 -1.68929
H: 1.71025 -1.50319 0.19856
H: 0.93351 -0.37541 3.21553
H: 0.05112 0.63291 2.10271
H: -0.89533 0.25406 4.63987
H: -0.10576 -1.11047 2.07212
H: 0.23565 -1.78925 -3.80223
H: -1.62865 1.89169 -1.80735
H: -1.49806 -1.22372 3.94866
H: 1.16925 -2.89344 -1.67134
H: -0.22530 2.91035 -2.37689
H: 0.92621 0.88288 0.31542
H: -0.27086 0.57549 -3.75900
H: -2.11361 0.29509 3.35754
H: -0.55375 2.55268 -0.66705

SMILES: Cc1ccccc1.CC
charge: 0
2S+1: 1
orbital gap: 9.97 eV
highest occupied orbital energy: -8.98 eV

Löwdin atomic charges, in units of e: -0.0599 -0.1816 -0.0932 -0.0648 -0.1716 -0.0959 -0.2706 -0.0841 -0.0513 0.0976 0.0714 0.0392 0.0614 0.0590 0.0971 0.0795 0.0653 0.0978 0.0765 0.0855 0.1073 0.0638 0.0715

---

## two
Here is a 2-piece molecular cluster, C9H14 overall from the Open Molecules 2025 dataset. Energies are from ωB97M-V/def2-TZVPD.

Positions of all 23 atoms, in Å:
C: -1.86260 -0.89412 0.86876
C: 1.61823 -0.47226 -2.28033
C: 2.09189 -0.98962 -1.07441
C: -3.24864 -1.46611 1.11253
C: 0.96644 1.75833 1.30753
C: 1.25948 0.96480 0.06842
C: 2.02913 -0.20459 0.05466
C: 0.78429 1.48790 -1.12880
C: 1.01065 0.77301 -2.31265
H: 0.90047 1.17425 -3.31373
H: -3.57136 -2.10036 0.29638
H: -1.47878 -0.19387 1.61048
H: -1.82707 -0.43443 -0.12007
H: 0.23688 2.42002 -1.16468
H: -0.08733 2.04020 1.32025
H: 2.30840 -0.55173 1.04530
H: -3.92419 -0.62980 1.32971
H: 2.59080 -1.94790 -0.99703
H: 1.12148 1.21525 2.24438
H: -1.11517 -1.69635 0.90424
H: 1.91899 -0.91182 -3.22355
H: 1.58765 2.65277 1.38104
H: -3.30964 -1.99357 2.07157

SMILES: Cc1ccccc1.CC
charge: 0
2S+1: 1
orbital gap: 10.00 eV
highest occupied orbital energy: -9.00 eV

Löwdin atomic charges, in units of e: -0.1817 -0.1040 -0.0899 -0.1735 -0.0665 -0.2961 -0.0589 -0.0554 -0.0903 0.0996 0.0620 0.0541 0.0637 0.1097 0.0738 0.1093 0.0626 0.1009 0.0753 0.0643 0.0979 0.0815 0.0617

---

## three
Here is a 2-piece molecular cluster, C9H14 overall from the Open Molecules 2025 dataset. Energies are from ωB97M-V/def2-TZVPD.

Positions of all 23 atoms, in Å:
C: -0.33248 3.22977 -1.18062
C: 0.86870 -2.75014 0.83821
C: 0.47932 0.00254 0.84348
C: 1.12729 -2.01016 2.00414
C: 0.90506 -0.69546 2.00272
C: -1.84178 2.96247 -1.55552
C: -0.67129 0.10682 -1.44118
C: 0.01993 -0.66166 -0.21530
C: 0.22647 -2.11725 -0.18039
H: -0.12844 4.33702 -1.28039
H: -0.90759 -0.47749 -2.20673
H: 1.51676 -2.53035 2.90412
H: -0.09598 3.10971 -0.17037
H: -2.49969 3.85331 -1.48734
H: -1.47195 0.71678 -1.09334
H: -2.14895 2.59592 -2.58300
H: 1.17414 -3.81482 0.67766
H: 0.15511 0.59168 -1.91082
H: -2.29483 2.35810 -0.66420
H: -0.00856 -2.62430 -1.04033
H: 1.13449 -0.17208 2.98108
H: 0.36712 2.55074 -1.64604
H: 0.52111 1.10416 0.82643

SMILES: Cc1ccccc1.CC
charge: 0
2S+1: 1
orbital gap: 10.12 eV
highest occupied orbital energy: -9.08 eV

Löwdin atomic charges, in units of e: -0.1578 -0.0992 -0.0798 -0.1337 -0.1098 -0.1800 -0.0116 -0.1921 -0.0438 0.0809 0.0230 0.1136 0.0189 0.0505 0.0327 0.0830 0.1186 0.0643 0.0825 0.0711 0.1237 0.0382 0.1068

---

## four
Here is a 2-piece molecular cluster, C9H14 overall from the Open Molecules 2025 dataset. Energies are from ωB97M-V/def2-TZVPD.

Positions of all 23 atoms, in Å:
C: 1.09644 -0.63227 -2.23211
C: -1.34230 -1.27010 -2.58232
C: -0.53032 -0.51454 -0.39060
C: -2.78107 -1.32155 -0.65188
C: -0.29965 -0.81729 -1.65881
C: 1.34997 1.97537 2.22935
C: 2.34287 1.41926 3.17680
C: -1.87273 -0.76660 0.10157
C: -2.54509 -1.55881 -2.04143
H: -3.42969 -1.94201 -2.74120
H: 0.80739 1.18218 1.71294
H: -2.17290 -0.34363 1.04184
H: 0.60833 2.52957 2.85060
H: 1.21759 -0.83458 -3.27863
H: 3.35662 1.39700 2.77028
H: -1.11450 -1.14235 -3.58510
H: 1.26754 0.52047 -2.19283
H: 1.95142 0.50219 3.63632
H: -3.74945 -1.65177 -0.34551
H: 2.37327 1.98833 4.06604
H: 1.53817 2.58313 1.33309
H: 1.76375 -1.23788 -1.63205
H: 0.16434 -0.06413 0.41363

SMILES: Cc1ccccc1.CC
charge: 0
2S+1: 1
orbital gap: 10.10 eV
highest occupied orbital energy: -9.11 eV

Löwdin atomic charges, in units of e: -0.0572 -0.0464 -0.0510 -0.1338 -0.2974 -0.1850 -0.1788 -0.1026 -0.0924 0.1440 0.0175 0.1009 0.0804 0.0543 0.0729 0.0818 0.1149 0.0779 0.0949 0.0416 0.0738 0.0736 0.1161

---

The relative energies come out as one 0.149; two 0.000; three 1.521; four 1.379, with values in eV.